This record from the OMol25 dataset describes a cluster of 3 separate species, C7H15N4S in total in a non-equilibrium geometry. The level of theory is wB97M-V/def2-TZVPD.

CARTESIAN COORDINATES (ANGSTROEM)
C (3.10, -1.58, 0.20)
C (0.93, -1.76, 0.49)
C (-0.02, -1.26, 1.18)
C (1.03, -2.26, -0.93)
C (-0.23, -1.06, 3.50)
C (-0.99, -1.00, 2.20)
C (-0.76, 0.22, -1.52)
N (2.17, -1.52, 1.02)
N (-2.09, 0.59, -1.50)
N (0.10, 1.19, -1.55)
N (-0.86, 4.10, -1.99)
S (2.75, -2.37, -1.36)
H (4.13, -1.47, 0.52)
H (0.54, -3.25, -1.06)
H (0.67, -1.57, -1.62)
H (0.44, -0.18, 3.69)
H (-0.82, -1.13, 4.43)
H (0.31, -1.92, 3.50)
H (-1.56, -0.10, 1.97)
H (-1.76, -1.80, 2.28)
H (-2.66, -0.04, -2.06)
H (-2.29, 1.63, -1.69)
H (-0.27, 2.21, -1.63)
H (1.09, 1.24, -1.44)
H (0.05, 4.49, -2.30)
H (-1.52, 3.84, -2.86)
H (-1.49, 4.75, -1.48)

The charge is +1. The orbital gap (alpha / beta) is 5.88 / 5.88 eV. Its HOMO energy (alpha / beta) is -11.4 / -11.4 eV. For the LUMO energy (alpha / beta), the calculation gives -5.499 / -5.498 eV. The calculation puts the largest force on an atom at 4.41 eV Å⁻¹. Its spin multiplicity is 1. As for the calculated total energy: -892.49500 hartree. The relative energy (zero: lowest compared OMol25 entry of this formula, charge and spin) is 317.9 kJ/mol. Its molar mass is 187.3 g mol⁻¹.



This record from the OMol25 dataset describes a structure of composition C13H12CeClNO2S in a non-equilibrium geometry. The level of theory is wB97M-V/def2-TZVPD.

CARTESIAN COORDINATES (ANGSTROEM)
Cl (-2.22, 3.41, -1.97)
C (-0.88, -2.08, -1.21)
C (0.59, -2.25, -1.02)
C (1.27, -1.24, -1.83)
H (1.07, -2.92, -0.28)
C (0.24, -0.43, -2.46)
C (-1.09, -0.95, -2.12)
H (-2.04, -0.41, -2.34)
H (-1.68, -2.58, -0.63)
H (2.36, -0.98, -1.83)
C (0.49, 0.77, -3.36)
Ce (-0.09, -0.15, -0.05)
C (1.87, 1.15, 1.02)
O (2.81, 1.58, 1.55)
C (-1.75, 1.67, 0.56)
O (-2.60, 2.23, 1.03)
H (1.45, 1.29, -3.12)
H (-0.33, 1.54, -3.29)
H (0.57, 0.42, -4.42)
S (-0.91, -1.90, 2.09)
C (-0.63, -0.77, 3.30)
N (-1.71, -0.26, 3.97)
C (-1.68, 0.57, 5.08)
C (-0.44, 0.98, 5.54)
C (0.72, 0.52, 4.88)
C (0.60, -0.34, 3.78)
H (-2.61, -0.57, 3.65)
H (-2.68, 0.85, 5.52)
H (-0.39, 1.63, 6.42)
H (1.74, 0.84, 5.25)
H (1.48, -0.72, 3.24)

The charge is +2. The orbital gap (alpha / beta) is 4.14 / 4.13 eV. Its HOMO energy (alpha / beta) is -14.2 / -14.1 eV. For the LUMO energy (alpha / beta), the calculation gives -10.012 / -10.021 eV. The calculation puts the largest force on an atom at 7.58 eV Å⁻¹. Its spin multiplicity is 1. As for the calculated total energy: -2040.55860 hartree. Its molar mass is 421.9 g mol⁻¹.



This record from the OMol25 dataset describes a structure of composition C24H31AlBr2Cl2F2LiN3O19PSV2 in a non-equilibrium geometry. The level of theory is wB97M-V/def2-TZVPD.

CARTESIAN COORDINATES (ANGSTROEM)
C (6.84, -2.77, -0.35)
C (5.40, -2.28, 0.16)
O (4.89, -1.08, -0.54)
C (4.40, -1.49, -1.87)
C (3.67, -0.27, -2.65)
O (2.75, 0.47, -1.82)
C (1.62, -0.33, -1.43)
C (0.70, -1.02, -2.54)
O (0.71, -0.97, -3.77)
O (-0.24, -1.74, -1.70)
C (-0.66, -0.79, -0.64)
C (-2.18, -0.43, -1.05)
C (-3.09, -1.72, -1.36)
C (-4.62, -1.22, -1.39)
C (-5.73, -2.38, -1.38)
O (-5.45, -3.53, -2.20)
C (-4.81, -4.56, -1.49)
O (-4.90, -4.80, -0.26)
C (-0.61, -1.77, 0.66)
O (-0.56, -3.18, 0.28)
N (-0.55, -3.98, 1.40)
O (-1.53, -4.64, 1.45)
C (0.41, 0.43, -0.62)
N (-0.12, 1.64, -1.35)
C (0.65, 2.67, -1.08)
S (1.96, 3.70, -1.13)
P (0.91, 1.20, 1.05)
O (2.14, 0.23, 1.80)
Cl (-0.75, 1.21, 2.41)
H (7.14, -2.34, -1.38)
H (7.62, -2.49, 0.43)
H (6.87, -3.92, -0.45)
H (4.66, -3.16, 0.08)
H (5.51, -2.08, 1.29)
H (3.69, -2.36, -1.71)
H (5.31, -1.82, -2.49)
H (4.52, 0.46, -2.92)
H (3.23, -0.61, -3.65)
H (1.88, -1.18, -0.71)
H (-2.13, 0.19, -2.02)
H (-2.67, 0.20, -0.23)
H (-2.83, -2.07, -2.43)
H (-2.95, -2.57, -0.61)
H (-4.78, -0.59, -2.34)
H (-4.81, -0.52, -0.50)
H (-5.99, -2.60, -0.29)
H (-6.68, -1.89, -1.83)
H (-4.19, -5.30, -2.12)
H (0.33, -1.59, 1.30)
H (-1.54, -1.50, 1.33)
H (2.79, 0.10, 1.08)
F (-4.18, -5.18, 1.81)
O (10.44, -1.05, -3.68)
V (8.73, -1.33, -3.55)
O (7.02, -1.60, -3.40)
F (0.65, 5.25, 0.59)
Al (5.47, 0.57, 0.26)
C (-4.95, -8.01, -0.42)
N (-5.37, -9.30, -1.03)
O (-6.01, -9.26, -2.06)
O (-5.04, -10.32, -0.43)
H (-5.31, -7.19, -1.04)
H (-5.38, -7.96, 0.57)
H (-3.86, -8.01, -0.38)
C (0.54, 8.13, 4.72)
C (-0.59, 8.83, 5.05)
C (-1.87, 8.03, 4.88)
O (-2.98, 8.44, 5.18)
C (-1.78, 6.68, 4.31)
C (-0.64, 5.98, 3.96)
C (0.65, 6.74, 4.24)
O (1.77, 6.29, 4.08)
O (-0.56, 4.84, 3.48)
O (-0.67, 10.00, 5.46)
H (1.51, 8.62, 4.82)
H (-2.74, 6.21, 4.16)
O (8.83, -4.22, -4.46)
V (8.74, -5.96, -4.55)
O (8.64, -7.69, -4.64)
Br (-4.10, 8.00, 2.06)
C (-2.98, 9.50, 1.52)
C (-1.95, 9.08, 0.50)
Br (-0.48, 8.10, 1.33)
H (-2.54, 9.91, 2.43)
H (-3.67, 10.24, 1.10)
H (-1.49, 9.95, 0.04)
H (-2.36, 8.44, -0.28)
Cl (-1.56, -0.98, 2.96)
Li (-6.14, -8.74, 1.95)

The charge is +1. The orbital gap is 1.11 eV. Its HOMO energy is -8.9 eV. For the LUMO energy, the calculation gives -7.741 eV. The calculation puts the largest force on an atom at 5.44 eV Å⁻¹. Its spin multiplicity is 1. As for the calculated total energy: -11671.03200 hartree. Its molar mass is 1133.1 g mol⁻¹.



This record from the OMol25 dataset describes a structure of composition C31H30CuN3O6PS2. The level of theory is wB97M-V/def2-TZVPD.

CARTESIAN COORDINATES (ANGSTROEM)
Cu (0.49, -0.60, -1.38)
O (0.86, -3.37, -0.87)
S (2.23, -2.95, -1.16)
O (3.08, -4.00, -1.65)
O (2.25, -1.72, -1.97)
C (2.89, -2.49, 0.45)
C (4.11, -3.06, 0.80)
C (4.61, -2.93, 2.09)
C (3.88, -2.24, 3.05)
C (2.68, -1.66, 2.69)
C (2.19, -1.72, 1.39)
P (0.65, -0.81, 0.96)
C (0.79, 0.85, 1.73)
C (1.93, 1.41, 2.31)
C (1.93, 2.74, 2.72)
C (0.80, 3.53, 2.55)
C (-0.33, 3.00, 1.95)
C (-0.33, 1.67, 1.54)
C (-0.56, -1.67, 2.06)
C (-1.35, -1.03, 3.00)
C (-2.29, -1.74, 3.74)
C (-2.45, -3.10, 3.54)
C (-1.66, -3.75, 2.59)
C (-0.72, -3.04, 1.86)
H (4.62, -3.66, 0.06)
H (5.56, -3.39, 2.34)
H (4.24, -2.17, 4.07)
H (2.10, -1.14, 3.45)
H (2.83, 0.83, 2.39)
H (2.83, 3.16, 3.16)
H (0.82, 4.57, 2.86)
H (-1.20, 3.61, 1.76)
H (-1.19, 1.29, 1.01)
H (-1.24, 0.04, 3.18)
H (-2.90, -1.22, 4.47)
H (-3.19, -3.66, 4.11)
H (-1.78, -4.81, 2.43)
H (-0.12, -3.55, 1.11)
C (-2.46, -0.52, -1.07)
C (-3.89, -0.65, -1.64)
N (-3.92, -1.65, -2.71)
C (-3.13, -1.14, -3.84)
C (-1.72, -0.71, -3.35)
N (-1.50, -1.19, -1.97)
C (-1.78, -2.64, -1.93)
C (-3.29, -2.88, -2.22)
H (-2.37, -0.99, -0.09)
H (-2.18, 0.53, -0.96)
H (-4.23, 0.30, -2.06)
H (-4.60, -0.94, -0.86)
H (-3.66, -0.30, -4.29)
H (-3.07, -1.93, -4.59)
H (-1.61, 0.37, -3.36)
H (-0.94, -1.12, -3.99)
H (-1.49, -3.02, -0.96)
H (-1.14, -3.12, -2.66)
H (-3.82, -3.18, -1.32)
H (-3.43, -3.67, -2.96)
O (2.61, 1.51, -0.73)
C (1.64, 2.14, -1.13)
N (0.45, 1.60, -1.53)
S (-0.58, 2.71, -2.07)
O (-0.83, 2.59, -3.48)
O (-1.76, 2.79, -1.23)
C (0.45, 4.11, -1.74)
C (0.21, 5.46, -1.91)
C (1.21, 6.34, -1.53)
C (2.42, 5.88, -1.01)
C (2.65, 4.51, -0.85)
C (1.64, 3.64, -1.23)
H (-0.73, 5.82, -2.31)
H (1.06, 7.41, -1.64)
H (3.18, 6.59, -0.72)
H (3.57, 4.12, -0.44)

The charge is -1. The orbital gap is 7.41 eV. Its HOMO energy is -4.8 eV. For the LUMO energy, the calculation gives 2.611 eV. The calculation puts the largest force on an atom at 0.51 eV Å⁻¹. Its spin multiplicity is 1. As for the calculated total energy: -4593.37592 hartree. The relative energy (zero: lowest compared OMol25 entry of this formula, charge and spin) is 0.0 kJ/mol. Its molar mass is 699.2 g mol⁻¹.



This record from the OMol25 dataset describes an isolated molecule of C4H6OS2 in a non-equilibrium geometry. The level of theory is wB97M-V/def2-TZVPD.

CARTESIAN COORDINATES (ANGSTROEM)
C (1.99, 0.60, 0.13)
C (-1.05, 1.41, -0.34)
C (-1.17, -0.03, -0.41)
C (-0.27, -0.90, 0.65)
O (1.46, -1.58, -0.95)
S (3.43, 1.27, 0.03)
S (1.54, -1.07, 0.43)
H (-1.41, 1.75, 0.65)
H (-0.34, 1.81, -1.01)
H (-2.16, -0.25, -0.21)
H (-0.80, -0.54, -1.27)
H (-0.52, -0.62, 1.78)
H (-0.72, -1.85, 0.52)

The charge is 0. The orbital gap (alpha / beta) is 7.07 / 6.99 eV. Its HOMO energy (alpha / beta) is -8.3 / -8.2 eV. For the LUMO energy (alpha / beta), the calculation gives -1.262 / -1.220 eV. The calculation puts the largest force on an atom at 4.30 eV Å⁻¹. Its spin multiplicity is 1. As for the calculated total energy: -1027.40169 hartree. The relative energy (zero: lowest compared OMol25 entry of this formula, charge and spin) is 603.5 kJ/mol. Its molar mass is 134.2 g mol⁻¹.



This record from the OMol25 dataset describes a cluster of 4 separate species, CH10O3S2 in total in a non-equilibrium geometry. The level of theory is wB97M-V/def2-TZVPD.

CARTESIAN COORDINATES (ANGSTROEM)
C (3.73, 1.32, 0.46)
S (3.82, 0.10, -1.01)
S (3.83, 1.74, -2.33)
H (3.40, 2.22, 0.03)
H (4.53, 1.45, 1.15)
H (2.80, 1.05, 1.02)
H (4.73, 2.48, -1.49)
O (-3.97, -0.20, -2.78)
H (-3.53, -0.57, -1.92)
H (-4.89, -0.51, -2.71)
O (-2.13, -2.26, 2.79)
H (-1.94, -3.07, 2.34)
H (-1.91, -2.39, 3.72)
O (-2.68, -0.56, -0.11)
H (-3.17, 0.28, 0.13)
H (-2.61, -1.06, 0.72)

The charge is 0. The orbital gap is 8.79 eV. Its HOMO energy is -8.4 eV. For the LUMO energy, the calculation gives 0.356 eV. The calculation puts the largest force on an atom at 3.22 eV Å⁻¹. Its spin multiplicity is 1. As for the calculated total energy: -1066.14150 hartree. The relative energy (zero: lowest compared OMol25 entry of this formula, charge and spin) is 126.9 kJ/mol. Its molar mass is 134.2 g mol⁻¹.